Record 1
Below is a molecular structure, C29H30F2N4O7SZr at a distorted geometry, with properties calculated with wB97M-V/def2-TZVPD.

Output
Calculated total energy ... -2513.18758 hartree
LUMO energy ... -6.57 eV
Strongest force on any atom ... 4.4 eV/A
Frontier orbital gap ... 7.83 eV
Net charge ... +2

The geometry in XYZ format:
```
74
Properties=species:S:1:pos:R:3:lowdin_charge:R:1
Zr 8.668 15.834 11.328 1.82
C 15.619 18.625 12.907 -0.03
C 15.236 19.024 11.485 -0.21
C 16.239 18.558 10.476 -0.15
C 15.777 18.888 9.149 -0.13
C 14.479 18.270 8.825 -0.07
C 14.056 18.188 7.488 0.11
C 12.894 17.526 7.225 -0.24
F 12.795 17.274 5.891 0.09
C 12.016 17.099 8.137 0.07
C 12.349 17.361 9.454 -0.07
C 11.384 17.128 10.516 -0.20
O 10.169 16.605 10.252 -0.22
C 11.748 17.394 11.773 -0.04
C 12.943 18.055 12.018 0.05
N 13.887 18.274 11.151 0.11
C 13.555 17.901 9.837 -0.05
C 10.882 17.129 12.993 -0.40
O 11.264 17.353 14.114 0.17
O 9.584 16.685 12.747 -0.23
H 16.440 19.226 13.232 0.09
H 15.800 17.579 13.077 0.10
H 14.934 18.933 13.738 0.10
H 15.045 20.060 11.469 0.15
H 16.205 17.485 10.658 0.15
H 17.198 18.900 10.819 0.15
H 16.472 18.743 8.403 0.12
H 15.596 19.968 9.104 0.16
H 14.566 18.640 6.725 0.13
H 11.125 16.451 7.855 0.17
H 13.096 18.356 13.073 0.16
F 6.181 12.009 13.636 0.12
C 6.082 13.216 13.119 -0.28
C 5.652 13.343 11.785 0.01
C 5.777 14.548 11.130 -0.04
C 6.278 15.701 11.829 -0.41
C 6.749 16.904 11.103 -0.21
C 6.571 15.571 13.211 -0.07
C 6.555 14.317 13.810 0.01
H 5.183 12.477 11.345 0.14
H 5.265 14.691 10.152 0.15
H 6.633 17.936 11.499 0.10
H 6.341 17.011 10.115 0.06
H 6.799 16.373 13.907 0.14
H 6.854 14.176 14.853 0.15
C 11.149 5.480 9.234 -0.12
C 10.722 6.904 9.067 -0.33
S 9.924 7.627 10.488 0.67
O 8.494 7.326 10.407 -0.32
O 10.701 7.202 11.598 -0.28
C 10.097 9.470 10.154 -0.19
C 8.874 10.215 10.583 -0.17
N 9.031 11.482 11.261 0.07
C 8.737 12.685 10.742 -0.28
N 9.031 13.619 11.683 -0.04
C 9.440 12.985 12.807 -0.02
C 9.440 11.654 12.542 -0.12
N 9.741 10.590 13.465 -0.32
O 9.829 10.914 14.605 0.16
O 9.921 9.467 13.054 0.13
C 8.284 12.936 9.332 0.02
H 11.872 5.240 8.468 0.08
H 10.277 4.763 9.084 0.12
H 11.629 5.260 10.155 0.07
H 10.155 7.006 8.121 0.12
H 11.670 7.531 8.944 0.12
H 10.268 9.606 9.042 0.12
H 10.965 9.793 10.776 0.12
H 8.158 9.566 11.076 0.13
H 8.378 10.508 9.601 0.14
H 9.625 13.508 13.762 0.16
H 9.044 12.743 8.591 0.10
H 8.000 13.976 9.097 0.08
H 7.431 12.251 9.187 0.11
```


Record 2
Below is a molecular structure, C29H30N5O2SbTi at a distorted geometry, with properties calculated with wB97M-V/def2-TZVPD.

Output
Calculated total energy ... -2637.07291 hartree
LUMO energy (spin up / spin down) ... -0.82 / -0.82 eV
Strongest force on any atom ... 2.7 eV/A
Frontier orbital gap (spin up / spin down) ... 3.49 / 7.15 eV
<S²> ... 2.051
2S+1 ... 3
Energy above the lowest of the compared OMol25 structures with the same formula, charge and spin ... 17.8 kcal/mol

The geometry in XYZ format:
```
68
Properties=species:S:1:pos:R:3:lowdin_charge:R:1
Ti -0.120 0.010 0.018 0.81
O 0.483 1.649 -0.308 -0.21
C 1.073 2.199 -1.337 -0.35
C 1.213 3.590 -1.433 -0.03
C 1.730 4.182 -2.568 -0.10
C 2.143 3.400 -3.645 -0.11
C 2.096 2.032 -3.554 -0.06
C 1.579 1.389 -2.408 -0.20
C 1.613 -0.018 -2.313 -0.17
N 1.190 -0.708 -1.268 -0.18
C 1.328 -2.143 -1.360 -0.21
C 0.611 -2.746 -0.144 -0.21
N -0.537 -1.911 0.098 -0.16
C -1.728 -2.456 0.219 -0.12
C -2.898 -1.715 0.501 -0.17
C -4.151 -2.358 0.591 -0.05
C -5.301 -1.660 0.868 -0.11
C -5.249 -0.281 1.065 -0.11
C -4.036 0.382 1.009 -0.04
C -2.847 -0.302 0.739 -0.37
O -1.708 0.352 0.707 -0.26
H 0.885 4.187 -0.594 0.12
H 1.808 5.257 -2.621 0.09
H 2.506 3.873 -4.545 0.10
H 2.460 1.416 -4.366 0.11
H 2.049 -0.556 -3.162 0.12
H 2.393 -2.422 -1.375 0.12
H 0.852 -2.511 -2.288 0.12
H 1.271 -2.709 0.740 0.11
H 0.347 -3.798 -0.334 0.12
H -1.834 -3.539 0.100 0.12
H -4.188 -3.424 0.419 0.11
H -6.242 -2.182 0.948 0.10
H -6.153 0.276 1.258 0.10
H -3.975 1.447 1.186 0.12
C -3.972 0.122 -2.557 -0.29
Sb -1.854 0.580 -2.338 1.44
C -2.242 2.511 -1.433 -0.28
C -1.709 1.512 -4.300 -0.30
H -4.435 0.880 -3.181 0.00
H -4.445 0.108 -1.579 -0.02
H -4.107 -0.850 -3.021 0.00
H -3.312 2.718 -1.459 0.01
H -1.695 3.274 -1.985 0.01
H -1.887 2.487 -0.405 -0.01
H -2.452 2.301 -4.367 0.01
H -1.893 0.784 -5.080 -0.01
H -0.717 1.933 -4.427 -0.01
N -0.926 1.323 10.340 0.17
C -0.595 1.158 9.249 -0.19
C -0.203 0.950 7.920 -0.22
C 1.158 0.886 7.572 -0.01
C 1.540 0.694 6.269 0.00
C 0.575 0.559 5.255 -0.16
C -0.786 0.610 5.606 0.01
C -1.169 0.800 6.908 0.00
N 0.954 0.383 3.929 0.00
C 2.195 0.621 3.381 -0.01
C 2.115 0.336 2.049 -0.07
N 0.855 -0.089 1.758 -0.03
C 0.172 -0.048 2.902 -0.05
H 1.904 0.982 8.346 0.13
H 2.590 0.631 6.030 0.11
H -1.535 0.518 4.837 0.11
H -2.215 0.840 7.169 0.13
H 3.016 0.994 3.954 0.12
H 2.881 0.398 1.292 0.13
H -0.852 -0.360 2.993 0.14
```


Record 3
Below is a molecular structure, C29H30N6ORh at a distorted geometry, with properties calculated with wB97M-V/def2-TZVPD.

Output
Calculated total energy ... -1636.55362 hartree
LUMO energy ... -10.11 eV
Strongest force on any atom ... 1.4 eV/A
Frontier orbital gap ... 3.25 eV
Net charge ... +3
Energy above the lowest of the compared OMol25 structures with the same formula, charge and spin ... 10.5 kcal/mol

The geometry in XYZ format:
```
67
Properties=species:S:1:pos:R:3:lowdin_charge:R:1
Rh -0.190 0.703 -1.107 1.16
C -1.397 1.175 0.605 -0.09
C -1.626 2.133 -0.417 -0.12
C -0.389 2.756 -0.700 -0.11
C 0.592 2.229 0.232 -0.08
C -0.032 1.261 1.033 -0.11
H -2.121 0.473 0.993 0.14
H -2.566 2.276 -0.924 0.13
H -0.172 3.500 -1.451 0.14
H 1.635 2.506 0.274 0.14
H 0.428 0.673 1.812 0.12
C 1.536 -7.191 -12.160 -0.04
O 0.791 -5.981 -12.019 -0.04
C 0.764 -5.374 -10.833 -0.27
C 0.001 -4.199 -10.768 0.03
C -0.088 -3.499 -9.593 0.00
C 0.583 -3.944 -8.444 -0.17
C 1.334 -5.116 -8.517 -0.02
C 1.432 -5.834 -9.694 0.01
C 0.472 -3.171 -7.227 -0.21
N -0.328 -2.127 -7.050 0.20
C -0.106 -1.713 -5.785 -0.17
C 0.846 -2.500 -5.146 -0.12
N 1.204 -3.428 -6.089 0.20
C 1.282 -2.247 -3.823 -0.05
C 2.292 -2.939 -3.125 0.06
C 2.643 -2.550 -1.856 -0.02
C 1.987 -1.472 -1.262 -0.09
N 1.025 -0.804 -1.888 -0.03
C 0.665 -1.171 -3.151 -0.13
C -0.328 -0.367 -3.793 -0.14
N -0.829 0.679 -3.074 -0.01
C -1.657 1.526 -3.676 -0.07
C -2.066 1.364 -4.999 0.01
C -1.606 0.290 -5.723 0.08
C -0.702 -0.602 -5.118 -0.04
H 1.398 -7.503 -13.189 0.10
H 1.151 -7.962 -11.490 0.10
H 2.596 -7.017 -11.969 0.10
H -0.507 -3.867 -11.662 0.13
H -0.675 -2.592 -9.544 0.12
H 1.851 -5.509 -7.648 0.11
H 2.017 -6.740 -9.720 0.11
H 1.899 -4.150 -6.010 0.16
H 2.805 -3.770 -3.593 0.14
H 3.433 -3.055 -1.319 0.12
H 2.255 -1.123 -0.275 0.11
H -2.020 2.369 -3.105 0.11
H -2.741 2.089 -5.431 0.13
H -1.906 0.120 -6.749 0.14
N 1.630 -3.958 5.481 0.06
C 0.880 -4.479 4.281 -0.09
C 0.278 -3.301 3.521 -0.19
N 1.255 -2.288 3.127 -0.06
C 2.017 -1.832 4.290 -0.19
C 2.682 -2.958 5.075 -0.09
H 2.056 -4.732 5.996 0.19
H 0.971 -3.514 6.126 0.19
H 0.120 -5.175 4.633 0.14
H 1.607 -5.023 3.679 0.14
H -0.476 -2.817 4.149 0.13
H -0.242 -3.684 2.645 0.13
H 1.887 -2.671 2.432 0.11
H 1.334 -1.289 4.950 0.13
H 2.786 -1.124 3.984 0.13
H 3.172 -2.597 5.978 0.14
H 3.406 -3.503 4.471 0.14
```